ORCA calculation (ωB97M-V/def2-TZVPD) on a 8-piece molecular cluster, C20H56N4O8 overall at a distorted geometry.

- frontier orbital gap (hartree) = 0.334
- largest force on an atom (eV Å⁻¹) = 11.52
- structure (SMILES) = NC(N)=O.NC(N)=O.CC(C)O.CC(C)O.CC(C)O.CC(C)O.CC(C)O.CC(C)O
- energy relative to the best compared isomer or geometry (same formula, charge and spin) (kJ/mol) = 1011.54

```
! RIJCOSX wB97M-V def2-TZVPD def2/J DEFGRID3
* xyz 0 1
H 0.21228 -2.23662 0.36266
H 2.67628 1.71938 -1.40634
H -3.10072 2.95638 -2.39634
H 1.90028 1.04138 -2.76434
H -1.07372 0.89738 0.25466
H 1.29928 -2.72362 1.69166
C 1.14128 -3.93062 -0.28634
H -4.92872 4.76638 1.09666
C -1.79872 1.15038 -4.74534
H 1.78928 -3.43862 -1.01134
H -0.29272 -3.50162 1.29366
H -3.28372 1.47138 2.16366
H 3.63128 1.42338 -2.94434
C -4.06672 4.19238 0.61966
O -0.13172 2.74138 2.38466
H 0.65428 0.78938 4.89366
H 2.37228 -0.86662 -3.79934
O -0.72672 1.60138 -2.64334
H -0.02272 2.02238 -0.78334
H 3.76128 -0.45062 -1.11634
H -0.47672 -0.00262 3.88266
C 0.21328 -0.16062 4.68566
H 1.04228 0.28338 0.40266
H 2.48928 -5.08462 -0.41634
H 1.53928 -1.84062 6.37766
C -2.38072 -0.10062 1.02466
N 3.73728 -3.58662 1.72266
H -4.02172 3.22138 0.98366
H 4.21028 -4.37362 2.12366
H 2.94328 -2.28862 -2.94734
C -0.19572 3.17538 -4.05034
H -1.82172 -0.03262 -4.69434
H -0.48272 -3.61362 -1.64834
C -0.57072 1.67038 -3.90134
H -2.11672 -2.01862 -0.18234
H -4.59372 4.95038 -1.19134
H -5.56172 3.37338 -2.05434
H 4.03828 -0.90762 -3.53734
H 1.01328 -2.02162 3.78466
H -0.73372 -4.92762 -0.52534
N 3.56828 -1.52662 1.40066
N 0.62928 0.82338 1.17566
O 1.91428 -0.60462 -1.08234
H -0.79972 3.94738 -3.59534
O -5.01372 3.10538 -1.26834
H -0.41372 -0.49062 5.47366
H -1.90572 1.43738 -5.76434
C 0.22428 2.04438 1.29866
C 0.01628 -4.43562 -1.16834
H -3.21372 4.72838 0.86966
H -2.09372 3.22738 -1.01834
C 0.59728 -3.07262 0.89266
H 0.26528 1.06438 -4.30934
H 2.64328 -0.65362 5.80666
H 0.84628 3.33338 -3.65834
H -4.34972 0.52338 1.13466
C 2.09128 -1.53462 5.52866
O 1.89628 -4.75662 0.24866
H 1.11328 -0.71162 -1.60034
C -2.78072 -1.44462 0.46366
H -1.00572 0.69138 -2.51834
C 2.82828 1.10438 -2.27634
H 3.02428 -3.82862 1.04866
O -1.93572 0.51038 0.00666
H -1.50472 -0.31462 1.68266
C -3.51572 0.47438 1.81166
O 2.04728 -0.65762 3.40366
H 0.44028 -5.12062 -1.91934
C 1.36328 -1.16262 4.29166
H -3.70072 -1.33462 -0.11034
H 2.80628 -1.23862 3.19766
H -2.56672 4.62538 -2.09634
H 2.90728 -2.15662 5.22666
N -0.06372 2.46338 0.12766
C 3.07128 -1.19662 -3.05634
C 4.10128 -2.42662 2.06366
H -0.18372 3.53038 -5.17234
H 2.84028 -1.66962 0.82766
H 3.82728 -0.62962 1.69566
C -4.21072 4.00538 -0.89134
C 2.88028 -0.34862 -1.80634
H 0.57228 0.29138 2.05266
H -2.95572 -2.15362 1.20266
H -3.71272 -0.17062 2.63266
H -2.73672 1.43638 -4.34334
O 5.02328 -2.26862 3.08766
C -2.92372 3.71538 -1.64434
H -0.23372 3.48738 -0.05634
*
```

Want to see where the charge sits? The Mulliken charges in e are: -0.287 0.330 0.000 -0.080 -0.240 -0.728 0.679 0.337 -1.427 -0.008 0.640 0.379 0.459 -1.178 -0.781 0.367 0.310 0.232 -0.150 0.369 0.192 -1.369 0.073 0.448 0.403 2.229 -0.136 0.018 0.234 0.277 -1.198 0.294 0.321 0.782 0.193 0.317 0.343 0.414 0.018 0.362 -0.062 0.510 -0.408 0.165 -0.566 0.499 0.420 0.822 -1.680 0.414 -0.186 0.464 -0.056 0.391 0.249 0.478 -1.725 -0.611 0.062 -1.818 -0.137 -0.942 0.314 -0.480 -0.484 -1.988 -0.530 0.402 1.074 0.460 0.137 0.448 0.482 0.170 -1.351 0.433 0.331 -0.092 0.258 0.352 0.340 -0.533 0.514 0.451 0.337 -0.765 -0.352 0.352